{
  "formula": "C5H11NO",
  "method": "ωB97M-V with the def2-TZVPD basis set",
  "species": ["C", "C", "C", "C", "N", "C", "O", "H", "H", "H", "H", "H", "H", "H", "H", "H", "H", "H"],
  "positions_angstrom": [[0.393, 1.595, -1.679], [0.754, 1.251, -0.214], [-0.470, 0.779, 0.581], [-1.197, -0.412, -0.025], [-0.765, -1.702, 0.384], [0.290, -2.058, 1.276], [-2.075, -0.331, -0.835], [1.268, 2.023, -2.145], [0.221, 0.653, -2.194], [-0.464, 2.257, -1.749], [1.119, 2.139, 0.309], [1.525, 0.483, -0.232], [-0.180, 0.500, 1.597], [-1.209, 1.569, 0.724], [-0.953, -2.402, -0.343], [0.848, -2.906, 0.900], [1.002, -1.237, 1.359], [-0.107, -2.201, 2.285]],
  "energy_ha": -326.76923,
  "mol_weight_g_mol": 101.15,
  "spin_multiplicity": 2,
  "charge": 1,
  "e_homo_ev": [-15.83, -15.65]
}

---

{
  "formula": "C31H28FKNP2S",
  "method": "ωB97M-V with the def2-TZVPD basis set",
  "species": ["K", "S", "C", "C", "C", "C", "C", "N", "H", "H", "H", "H", "C", "C", "P", "C", "C", "C", "C", "C", "C", "C", "C", "C", "C", "C", "C", "P", "C", "C", "C", "C", "C", "C", "C", "C", "C", "C", "C", "C", "H", "H", "H", "H", "H", "H", "H", "H", "H", "H", "H", "H", "H", "H", "H", "H", "H", "H", "H", "H", "H", "H", "H", "H", "F"],
  "positions_angstrom": [[-2.455, 0.783, 0.930], [-3.525, -1.595, 2.341], [-3.024, -2.600, 1.007], [-3.634, -3.865, 0.811], [-3.248, -4.667, -0.233], [-2.243, -4.228, -1.099], [-1.697, -2.987, -0.845], [-2.060, -2.187, 0.159], [-4.403, -4.173, 1.507], [-3.716, -5.634, -0.380], [-1.900, -4.825, -1.933], [-0.907, -2.602, -1.486], [1.827, 0.187, 0.126], [1.386, 1.481, -0.576], [-0.386, 1.371, -1.129], [-0.464, 2.939, -2.104], [-0.621, 2.996, -3.485], [-0.711, 4.219, -4.144], [-0.630, 5.404, -3.433], [-0.473, 5.359, -2.052], [-0.402, 4.143, -1.393], [-0.201, 0.172, -2.546], [-1.382, -0.427, -2.987], [-1.389, -1.338, -4.033], [-0.198, -1.693, -4.650], [0.991, -1.121, -4.217], [0.983, -0.195, -3.182], [0.529, -0.354, 1.344], [1.453, -1.682, 2.222], [1.925, -2.761, 1.470], [2.575, -3.826, 2.074], [2.751, -3.844, 3.452], [2.263, -2.791, 4.212], [1.621, -1.721, 3.604], [0.645, 0.999, 2.581], [1.832, 1.650, 2.920], [1.847, 2.647, 3.883], [0.669, 3.005, 4.528], [-0.515, 2.365, 4.204], [-0.525, 1.373, 3.233], [2.806, 0.287, 0.599], [1.903, -0.620, -0.607], [2.041, 1.739, -1.409], [1.416, 2.313, 0.132], [-0.683, 2.083, -4.064], [-0.845, 4.236, -5.219], [-0.699, 6.356, -3.945], [-0.432, 6.278, -1.479], [-0.374, 4.105, -0.312], [-2.314, -0.188, -2.485], [-2.321, -1.790, -4.349], [-0.193, -2.418, -5.455], [1.928, -1.394, -4.689], [1.922, 0.250, -2.875], [1.768, -2.780, 0.397], [2.934, -4.650, 1.469], [3.254, -4.676, 3.928], [2.380, -2.801, 5.289], [1.244, -0.910, 4.214], [2.759, 1.369, 2.434], [2.777, 3.142, 4.134], [0.676, 3.785, 5.279], [-1.438, 2.641, 4.698], [-1.454, 0.866, 3.000], [-1.641, 2.800, 0.613]],
  "energy_ha": -3033.66072,
  "mol_weight_g_mol": 566.68,
  "charge": -1,
  "e_homo_ev": -3.95
}

---

{
  "formula": "C31H22N5NiO2",
  "method": "ωB97M-V with the def2-TZVPD basis set",
  "species": ["Ni", "O", "C", "N", "C", "C", "C", "C", "C", "C", "N", "C", "O", "C", "C", "C", "C", "C", "N", "C", "C", "C", "C", "C", "N", "H", "H", "H", "H", "H", "H", "H", "H", "H", "H", "H", "H", "N", "C", "C", "C", "C", "C", "C", "C", "C", "C", "C", "C", "C", "C", "H", "H", "H", "H", "H", "H", "H", "H", "H", "H"],
  "positions_angstrom": [[1.308, -0.431, -0.109], [2.197, 0.208, -3.933], [2.015, 0.241, -2.716], [1.744, -0.776, -1.886], [1.989, -2.109, -2.147], [2.065, -2.726, -3.387], [2.355, -4.078, -3.453], [2.594, -4.809, -2.296], [2.531, -4.215, -1.049], [2.222, -2.856, -0.958], [2.068, -2.110, 0.175], [2.349, -2.479, 1.464], [3.085, -3.404, 1.809], [1.517, -1.647, 2.346], [1.157, -2.103, 3.647], [0.063, -1.640, 4.292], [-0.921, -0.843, 3.531], [-0.335, -0.213, 2.230], [0.986, -0.547, 1.793], [2.169, 1.517, -1.929], [2.101, 2.767, -2.526], [2.315, 3.891, -1.748], [2.620, 3.723, -0.406], [2.672, 2.437, 0.110], [2.440, 1.355, -0.621], [1.907, -2.141, -4.279], [2.386, -4.567, -4.417], [2.831, -5.862, -2.375], [2.720, -4.786, -0.153], [1.833, -2.810, 4.106], [-0.154, -1.909, 5.316], [-1.436, -0.107, 4.154], [-0.487, 0.871, 2.172], [1.884, 2.834, -3.580], [2.261, 4.880, -2.179], [2.815, 4.572, 0.232], [2.911, 2.266, 1.154], [-0.214, 0.627, -0.505], [-1.444, 0.762, -0.267], [-2.232, -0.142, 0.591], [-1.355, -1.036, 1.387], [-1.921, -1.687, 2.653], [-3.375, -1.470, 2.855], [-4.121, -0.768, 1.985], [-3.560, -0.090, 0.846], [-2.098, 2.042, -0.662], [-1.883, 2.617, -1.909], [-2.507, 3.805, -2.245], [-3.344, 4.439, -1.342], [-3.512, 3.903, -0.077], [-2.884, 2.722, 0.266], [-0.827, -1.731, 0.713], [-1.685, -2.752, 2.733], [-3.829, -1.915, 3.732], [-5.182, -0.640, 2.166], [-4.230, 0.505, 0.241], [-1.224, 2.122, -2.606], [-2.352, 4.233, -3.224], [-3.864, 5.343, -1.624], [-4.147, 4.397, 0.645], [-2.994, 2.322, 1.264]],
  "energy_ha": -3127.10682,
  "mol_weight_g_mol": 555.24,
  "charge": -1,
  "e_homo_ev": [-3.67, -3.78]
}

---

{
  "formula": "C9H15N5",
  "method": "ωB97M-V with the def2-TZVPD basis set",
  "species": ["C", "C", "C", "C", "C", "C", "C", "C", "C", "N", "N", "N", "N", "N", "H", "H", "H", "H", "H", "H", "H", "H", "H", "H", "H", "H", "H", "H", "H"],
  "positions_angstrom": [[-2.159, -2.571, -0.712], [-2.872, -1.785, 0.219], [-1.104, -1.848, -1.156], [-2.192, 1.708, 0.793], [-0.718, 1.628, 0.458], [3.167, -1.043, 0.195], [-0.331, 0.395, -0.299], [1.375, 2.308, -0.837], [-0.031, 1.619, -0.916], [2.115, -0.821, 0.859], [-2.212, -0.633, 0.408], [-1.077, -0.684, -0.404], [-2.550, 0.374, 1.270], [4.337, -1.540, 0.541], [-2.304, -3.572, -1.165], [-3.855, -2.060, 0.734], [-0.234, -1.920, -1.866], [-2.469, 2.324, 1.568], [-2.697, 2.131, 0.001], [-0.137, 1.977, 1.223], [3.185, -0.847, -0.817], [1.965, 1.920, -0.026], [1.109, 3.404, -0.959], [2.043, 1.897, -1.715], [-0.598, 1.921, -1.921], [2.119, -1.279, 1.768], [-3.528, 0.213, 1.476], [5.023, -1.809, -0.185], [4.628, -1.407, 1.467]],
  "energy_ha": -624.87888,
  "mol_weight_g_mol": 193.25,
  "charge": 2,
  "e_homo_ev": -15.61
}

---

{
  "formula": "C16H14BCaF5N6",
  "method": "ωB97M-V with the def2-TZVPD basis set",
  "species": ["H", "N", "B", "N", "C", "Ca", "H", "C", "H", "C", "H", "C", "H", "H", "H", "N", "N", "N", "N", "C", "C", "H", "H", "C", "C", "C", "C", "H", "H", "H", "H", "H", "F", "C", "C", "C", "F", "C", "F", "C", "F", "C", "F"],
  "positions_angstrom": [[1.171, -1.578, 3.066], [1.488, -0.976, 1.032], [2.681, -0.251, -1.196], [2.640, -0.726, 0.294], [3.724, -1.055, 1.035], [-0.763, -1.632, 0.760], [4.714, -0.950, 0.605], [3.287, -1.480, 2.290], [3.907, -1.792, 3.109], [1.885, -1.389, 2.267], [3.660, -0.750, -1.710], [-1.968, 3.765, -0.773], [-3.001, 3.409, -0.684], [-1.279, 2.929, -0.605], [-1.803, 4.154, -1.785], [2.896, 1.292, -1.399], [1.416, -0.803, -1.921], [1.969, 2.203, -0.939], [0.176, -1.026, -1.337], [3.911, 1.942, -2.030], [1.402, -1.251, -3.197], [4.743, 1.400, -2.464], [2.304, -1.202, -3.794], [3.643, 3.309, -1.991], [0.128, -1.739, -3.476], [2.415, 3.421, -1.283], [-0.624, -1.552, -2.302], [4.229, 4.105, -2.401], [-0.204, -2.172, -4.398], [1.890, 4.338, -1.039], [-1.676, -1.757, -2.120], [-1.791, 4.543, -0.060], [-2.432, -3.393, 1.342], [-3.267, -2.407, 1.926], [-2.887, -1.084, 1.855], [-3.684, -0.112, 2.407], [-3.332, 1.205, 2.381], [-4.894, -0.479, 3.043], [-5.677, 0.474, 3.590], [-5.275, -1.826, 3.107], [-6.448, -2.170, 3.687], [-4.457, -2.815, 2.546], [-4.818, -4.118, 2.562]],
  "energy_ha": -2148.47956,
  "mol_weight_g_mol": 436.21,
  "charge": 0,
  "e_homo_ev": -8.59
}

---

{
  "formula": "C25H21N5O3S",
  "method": "ωB97M-V with the def2-TZVPD basis set",
  "species": ["C", "C", "H", "H", "O", "C", "O", "C", "C", "C", "C", "C", "C", "H", "H", "N", "C", "N", "N", "C", "O", "C", "C", "C", "N", "C", "C", "C", "C", "C", "C", "H", "H", "H", "H", "C", "C", "C", "C", "N", "C", "H", "H", "H", "H", "H", "H", "H", "S", "H", "H", "H", "H", "H", "H"],
  "positions_angstrom": [[-3.159, 2.740, 4.843], [-3.592, 2.129, 3.524], [-3.704, 2.894, 2.747], [-4.540, 1.588, 3.621], [-2.581, 1.210, 3.099], [-2.902, 0.378, 2.113], [-3.994, 0.330, 1.594], [-1.769, -0.497, 1.715], [-1.979, -1.431, 0.705], [-0.944, -2.227, 0.258], [0.328, -2.087, 0.815], [0.520, -1.202, 1.875], [-0.516, -0.405, 2.315], [-0.360, 0.303, 3.111], [1.497, -1.123, 2.327], [1.429, -2.815, 0.341], [1.882, -2.894, -0.940], [1.030, -2.525, -1.952], [1.555, -2.027, -3.140], [1.881, -0.708, -3.296], [2.397, -0.284, -4.299], [1.447, 0.119, -2.115], [0.153, 0.559, -2.011], [-0.254, 1.249, -0.842], [0.574, 1.485, 0.149], [1.852, 1.082, 0.064], [2.716, 1.347, 1.148], [4.018, 0.930, 1.107], [4.517, 0.244, -0.012], [3.708, -0.025, -1.082], [2.359, 0.380, -1.064], [4.093, -0.542, -1.948], [5.549, -0.071, -0.025], [4.678, 1.132, 1.938], [2.315, 1.884, 1.992], [-1.631, 1.721, -0.669], [-2.716, 1.205, -1.375], [-3.979, 1.716, -1.137], [-4.120, 2.720, -0.192], [-3.101, 3.216, 0.492], [-1.899, 2.731, 0.261], [-1.086, 3.154, 0.835], [-5.089, 3.141, 0.039], [-4.840, 1.332, -1.660], [-2.589, 0.400, -2.084], [-0.543, 0.389, -2.818], [1.914, -2.709, -3.797], [0.184, -2.041, -1.662], [3.392, -3.466, -1.248], [2.150, -3.021, 1.022], [-1.133, -2.989, -0.484], [-2.968, -1.518, 0.282], [-3.910, 3.447, 5.180], [-2.213, 3.260, 4.718], [-3.035, 1.966, 5.597]],
  "smiles": "CCOC(=O)c1ccc(NC(=S)NNC(=O)c2cc(-c3cccnc3)nc3ccccc23)cc1",
  "energy_ha": -1863.01605,
  "mol_weight_g_mol": 471.54,
  "charge": 0,
  "e_homo_ev": -8.55
}

---

{
  "formula": "C6H13NO",
  "method": "ωB97M-V with the def2-TZVPD basis set",
  "species": ["C", "C", "C", "C", "C", "C", "N", "O", "H", "H", "H", "H", "H", "H", "H", "H", "H", "H", "H", "H", "H"],
  "positions_angstrom": [[0.195, 0.640, -0.360], [-0.966, -0.609, 0.287], [1.441, -0.014, -0.222], [1.089, 1.084, 0.756], [-2.079, 0.140, 0.999], [1.942, -1.406, -0.032], [-0.322, 1.365, -1.432], [-1.417, -1.334, -0.825], [-1.823, -0.708, -1.439], [-0.508, -1.334, 0.957], [2.135, 0.597, -1.201], [-0.904, 2.150, -1.173], [-0.312, 0.866, -2.314], [0.796, 0.826, 1.765], [1.595, 2.034, 0.655], [-2.534, 0.886, 0.346], [-1.698, 0.634, 1.891], [-2.863, -0.556, 1.308], [1.492, -2.075, -0.765], [1.721, -1.768, 0.972], [3.022, -1.421, -0.175]],
  "energy_ha": -366.30443,
  "mol_weight_g_mol": 115.18,
  "charge": 0,
  "e_homo_ev": -8.17
}

---

{
  "formula": "C29H46N3O19",
  "method": "ωB97M-V with the def2-TZVPD basis set",
  "species": ["O", "C", "C", "N", "C", "N", "C", "C", "N", "H", "H", "H", "H", "H", "H", "H", "H", "H", "H", "C", "C", "C", "O", "C", "O", "O", "H", "H", "H", "H", "H", "H", "C", "C", "C", "O", "C", "O", "O", "H", "H", "H", "H", "H", "H", "C", "C", "C", "O", "C", "O", "O", "H", "H", "H", "H", "H", "H", "C", "C", "C", "O", "C", "O", "O", "H", "H", "H", "H", "H", "H", "C", "C", "C", "O", "C", "O", "O", "H", "H", "H", "H", "H", "H", "C", "C", "C", "O", "C", "O", "O", "H", "H", "H", "H", "H", "H"],
  "positions_angstrom": [[1.616, -3.136, -3.333], [0.883, -2.286, -3.636], [0.741, -1.891, -5.116], [0.001, -0.612, -5.212], [-1.293, -0.622, -5.222], [-2.180, -1.558, -5.801], [-2.940, -1.983, -4.580], [-2.981, -0.675, -3.768], [-2.162, 0.240, -4.624], [0.302, -1.764, -2.848], [1.738, -1.735, -5.520], [0.223, -2.665, -5.673], [0.532, 0.247, -5.209], [-1.752, -2.303, -6.337], [-3.893, -2.465, -4.756], [-2.247, -2.661, -4.081], [-2.323, -0.842, -2.916], [-3.948, -0.256, -3.537], [-1.658, 0.955, -4.104], [4.389, 1.726, -1.337], [2.884, 1.797, -1.273], [2.247, 0.589, -0.668], [0.954, 0.578, -1.316], [1.109, 1.196, -2.500], [0.274, 1.192, -3.372], [2.294, 1.807, -2.599], [4.795, 2.651, -1.747], [4.814, 1.569, -0.344], [4.715, 0.918, -1.995], [2.572, 2.708, -0.764], [2.144, 0.672, 0.410], [2.764, -0.344, -0.910], [2.469, 0.099, 4.508], [3.206, -0.601, 3.393], [4.121, -1.710, 3.848], [5.124, -1.715, 2.821], [5.176, -0.462, 2.306], [6.021, -0.069, 1.566], [4.134, 0.287, 2.746], [1.799, 0.857, 4.103], [1.880, -0.607, 5.094], [3.164, 0.615, 5.171], [2.497, -0.957, 2.638], [3.620, -2.675, 3.900], [4.603, -1.504, 4.806], [-2.552, -2.111, 6.570], [-2.168, -0.721, 7.011], [-2.497, 0.364, 6.018], [-1.503, 1.355, 6.310], [-0.431, 0.709, 6.837], [0.634, 1.203, 7.019], [-0.740, -0.582, 7.126], [-2.325, -2.834, 7.354], [-3.615, -2.169, 6.343], [-1.982, -2.413, 5.688], [-2.606, -0.505, 7.990], [-3.496, 0.770, 6.153], [-2.378, 0.045, 4.979], [-4.074, -6.662, 5.741], [-5.285, -5.764, 5.816], [-6.144, -5.773, 4.577], [-6.731, -4.466, 4.605], [-5.878, -3.656, 5.280], [-5.965, -2.472, 5.328], [-4.905, -4.379, 5.893], [-3.525, -6.640, 6.682], [-4.365, -7.692, 5.535], [-3.388, -6.323, 4.964], [-5.873, -6.000, 6.708], [-6.914, -6.541, 4.602], [-5.566, -5.875, 3.655], [5.059, 6.237, 0.540], [4.014, 5.637, 1.449], [4.569, 4.951, 2.672], [3.568, 3.960, 2.942], [2.964, 3.669, 1.772], [2.217, 2.753, 1.608], [3.319, 4.551, 0.805], [4.586, 6.750, -0.297], [5.678, 6.953, 1.079], [5.697, 5.460, 0.117], [3.273, 6.393, 1.722], [4.681, 5.625, 3.518], [5.519, 4.444, 2.488], [-1.360, 0.638, -8.770], [-1.378, 2.057, -9.287], [-1.674, 3.100, -8.236], [-2.284, 4.138, -9.002], [-2.858, 3.555, -10.093], [-3.600, 4.098, -10.835], [-2.456, 2.255, -10.206], [-1.099, -0.049, -9.576], [-0.635, 0.510, -7.963], [-2.347, 0.341, -8.411], [-0.443, 2.280, -9.810], [-0.777, 3.465, -7.739], [-2.388, 2.757, -7.481]],
  "energy_ha": -2726.31018,
  "mol_weight_g_mol": 740.69,
  "charge": 1,
  "e_homo_ev": -12.34
}

---

{
  "formula": "C17H12Br2I2IrNOS",
  "method": "ωB97M-V with the def2-TZVPD basis set",
  "species": ["Ir", "O", "N", "C", "C", "C", "C", "C", "S", "H", "H", "H", "H", "Br", "C", "C", "C", "C", "C", "C", "I", "H", "H", "H", "H", "Br", "C", "C", "C", "C", "C", "C", "I", "H", "H", "H", "H"],
  "positions_angstrom": [[-0.448, -0.333, 0.575], [-1.035, -0.034, 2.428], [-2.373, 0.011, 2.717], [-2.726, 0.193, 3.990], [-4.073, 0.248, 4.307], [-5.036, 0.118, 3.317], [-4.633, -0.075, 1.997], [-3.270, -0.129, 1.716], [-2.617, -0.364, 0.135], [-1.915, 0.289, 4.703], [-4.348, 0.396, 5.342], [-6.087, 0.165, 3.566], [-5.342, -0.183, 1.189], [-0.263, 1.125, -2.891], [0.799, 2.643, -2.416], [1.518, 3.312, -3.382], [2.253, 4.458, -3.049], [2.266, 4.946, -1.755], [1.538, 4.307, -0.777], [0.833, 3.155, -1.147], [-0.286, 2.334, 0.448], [1.492, 2.950, -4.400], [2.806, 4.973, -3.820], [2.846, 5.818, -1.496], [1.524, 4.697, 0.230], [1.617, -0.647, -0.742], [1.973, -2.515, -0.901], [2.990, -2.870, -1.778], [3.295, -4.216, -1.882], [2.603, -5.169, -1.148], [1.581, -4.810, -0.262], [1.262, -3.460, -0.143], [-0.273, -2.896, 1.188], [3.531, -2.134, -2.355], [4.089, -4.518, -2.549], [2.847, -6.216, -1.266], [1.062, -5.566, 0.310]],
  "energy_ha": -7029.79314,
  "mol_weight_g_mol": 884.19,
  "spin_multiplicity": 2,
  "charge": 3,
  "e_homo_ev": [-17.42, -17.41]
}